{
  "formula": "C16H21ClFLiN2",
  "method": "ωB97M-V with the def2-TZVPD basis set",
  "elements": ["C", "H", "H", "C", "C", "F", "C", "H", "H", "H", "C", "Li", "H", "C", "C", "C", "H", "N", "H", "C", "H", "H", "H", "H", "H", "C", "C", "N", "H", "H", "H", "C", "H", "Cl", "C", "H", "C", "C", "C", "H", "H", "H"],
  "coordinates": [[-0.108886, -1.541880, 1.495972], [-0.098233, -2.310290, 0.709720], [-1.384000, 1.695027, -0.218802], [-4.893323, 1.618371, -0.162107], [-5.387608, -0.482153, 0.940653], [-5.912060, 2.709190, 2.473162], [-1.515929, -1.028740, 1.762744], [2.527328, -1.338664, 1.681166], [-5.101585, -0.950748, -2.408819], [-2.256441, -1.566594, 1.152495], [-4.767262, 0.925457, -1.389906], [-6.647351, 2.219082, -1.362578], [-0.746982, 2.238305, 2.050754], [0.122774, 0.143854, -0.306680], [-6.065781, 1.378941, 2.176893], [0.774418, 0.704353, 2.055720], [-2.018117, 0.060537, -0.595467], [-1.597000, 0.408166, 1.429731], [-7.165615, 1.211005, 2.089726], [-1.283025, 0.620256, 0.000584], [0.781733, 0.941294, -0.671623], [-4.499079, 2.630886, -0.027376], [1.433249, 1.497833, 1.683447], [-0.938933, 1.000591, 3.328807], [-5.442703, -2.257694, -0.286326], [-5.276082, -0.830361, 2.356414], [-5.503581, 0.910894, 0.858477], [0.764534, -0.396448, 0.986007], [-4.300760, 1.402068, -2.258223], [0.372689, -1.910116, 2.413502], [-5.465147, 0.471999, 4.157803], [-5.111228, -0.436630, -1.440233], [-4.954306, -1.802899, 2.712171], [3.274278, 0.286176, 0.138051], [2.116336, -0.950253, 0.742954], [2.060807, -1.735212, -0.019302], [-5.533011, 0.313064, 3.089279], [-0.646648, 1.169219, 2.284566], [-5.316552, -1.172089, -0.272897], [-1.771588, -1.135372, 2.827650], [1.201794, 0.244155, 2.957683], [0.116174, -0.699783, -1.011593]],
  "forces_ev_per_a": [[0.8, -0.3, -0.2], [0.2, 0.1, 0.4], [0.0, -0.4, 0.1], [-0.7, -0.1, -0.6], [-0.1, 0.0, -1.0], [0.5, -0.3, 0.1], [-0.6, 1.0, 0.0], [-0.3, 0.1, -0.2], [0.1, 0.2, 0.4], [0.2, 0.1, 0.3], [0.5, -0.3, 0.0], [-0.2, -0.1, -0.1], [0.0, -0.3, 0.1], [1.1, -0.5, 0.0], [0.0, -0.2, -0.6], [1.0, -0.5, -0.4], [0.2, 0.2, 0.1], [0.0, 0.2, 0.1], [0.4, 0.1, 0.2], [-0.7, 0.2, 0.8], [-0.1, -0.3, 0.1], [-0.5, -0.1, 0.0], [-0.1, -0.3, 0.2], [0.1, 0.2, -0.3], [0.2, 0.3, -0.2], [-0.5, 1.7, 1.2], [0.5, 1.0, 0.7], [-0.9, 0.3, 0.0], [-0.2, -0.2, 0.2], [-0.1, 0.0, -0.4], [-0.2, -0.3, 0.0], [0.3, 0.0, -0.7], [-0.2, 0.2, 0.1], [-0.6, -0.5, 0.3], [1.1, 0.3, -0.4], [-0.1, 0.2, 0.3], [0.2, -1.6, -0.3], [-1.3, -0.1, -0.3], [-0.2, -0.3, 0.6], [0.0, -0.1, -0.4], [0.1, 0.2, -0.3], [0.2, 0.3, 0.2]],
  "mulliken_charge": [-0.655, 0.443, 0.435, -1.141, 0.237, -0.333, -0.509, 0.413, 0.465, 0.224, -0.771, 0.963, 0.361, -0.758, 0.366, -0.468, 0.100, -0.048, 0.260, -0.306, 0.379, 0.526, 0.431, 0.349, 0.490, -0.640, 0.532, -0.231, 0.623, 0.356, 0.507, -0.365, 0.578, -0.083, -0.408, 0.404, -0.720, -0.673, -0.589, 0.429, 0.403, 0.421],
  "fmax_ev_per_a": 2.08,
  "relative_energy_kj_mol": 0.00,
  "energy_ha": -1298.7911,
  "homo_lumo_gap_ev": 8.46,
  "charge": 2
}

{
  "formula": "C16H21ClN4OP",
  "method": "ωB97M-V with the def2-TZVPD basis set",
  "elements": ["N", "H", "H", "H", "C", "C", "Cl", "C", "N", "C", "C", "H", "C", "C", "H", "H", "H", "H", "C", "H", "O", "C", "H", "C", "H", "H", "C", "H", "C", "C", "P", "H", "H", "C", "N", "H", "H", "C", "C", "H", "N", "H", "H", "H"],
  "coordinates": [[-1.271253, 3.927019, -1.009324], [-3.016597, 2.546280, -3.542741], [1.563211, -7.758252, 0.418669], [-1.723584, 6.604077, -3.006941], [1.170322, -7.128851, -1.599554], [-2.513128, 3.317689, -2.975497], [1.617899, -1.256256, -0.558632], [1.907314, 2.099091, 1.583956], [0.994763, -6.143216, -2.484941], [2.299375, 0.810064, 2.395654], [0.710509, 1.913458, 0.556330], [2.098991, -0.154048, 1.877155], [-1.222574, 5.180150, -1.479555], [1.519751, -5.615505, 0.201589], [0.443233, 2.958688, 0.241143], [1.405471, -3.542448, -0.382607], [-0.694893, 5.890156, -0.852065], [0.933887, -4.113987, -2.763869], [-2.449671, 4.622553, -3.438554], [-1.941477, 2.016042, -1.358811], [0.668936, -2.381503, 2.064416], [-1.914361, 3.024063, -1.763160], [-2.030870, 2.945897, 1.161629], [1.431708, -6.920715, -0.253593], [3.413921, 0.849508, 2.544992], [1.861342, 0.790933, 3.423640], [1.082487, -4.893055, -2.022671], [1.637324, 2.912967, 2.307408], [-0.706030, -0.013076, 1.424917], [1.343099, -4.576543, -0.698933], [0.005682, -1.593959, 0.725178], [1.095647, -8.132543, -2.004006], [-1.910106, -1.037621, 3.056150], [-1.680439, 1.960693, 1.542186], [-2.296407, 1.133214, 2.439544], [0.628438, -1.741456, 2.805819], [2.786683, 2.415080, 0.967649], [-1.708605, -0.140624, 2.445347], [-1.792674, 5.576186, -2.677584], [1.019427, 1.402983, -0.387362], [-0.506429, 1.359341, 1.174819], [-3.077218, 1.404065, 3.038552], [-2.907154, 4.893027, -4.382350], [1.724052, -5.409563, 1.246008]],
  "forces_ev_per_a": [[-0.4, 0.1, -0.3], [0.0, 0.0, 0.0], [0.0, 0.0, 0.0], [0.0, 0.0, 0.0], [-0.1, 0.1, -0.3], [0.0, 0.0, 0.0], [-0.2, 1.0, 0.7], [-0.6, -0.9, 0.0], [0.1, 0.1, 0.4], [0.9, 0.4, 0.2], [0.8, 2.3, -0.5], [0.1, 0.8, 0.3], [0.1, -0.1, 0.3], [0.0, 0.0, 0.1], [0.0, -1.1, 0.2], [0.1, -0.6, -0.1], [0.0, 0.0, -0.1], [0.0, 0.0, 0.0], [0.0, 0.1, -0.1], [0.0, -0.1, -0.1], [-0.8, 2.1, -0.6], [0.2, 0.2, 0.2], [0.5, -0.7, 0.7], [0.0, 0.1, 0.0], [-1.1, -0.2, 0.0], [0.1, 0.0, -0.9], [-0.1, -0.2, -0.2], [0.3, -0.6, -0.8], [0.8, -0.4, 3.4], [-0.1, -0.1, 0.1], [-0.2, -1.6, 0.0], [0.0, 0.0, 0.1], [-0.5, 1.0, -0.5], [1.4, 0.0, 1.3], [0.1, -0.2, -0.4], [0.5, -0.6, -0.1], [-0.9, -0.1, 0.5], [1.8, 1.3, -3.0], [0.0, -0.1, 0.0], [-0.5, -0.1, 1.1], [-2.6, -1.7, -1.0], [0.2, 0.0, -0.5], [0.0, 0.0, 0.0], [0.0, 0.0, 0.0]],
  "mulliken_charge": [-0.197, 0.382, 0.368, 0.378, -0.261, -0.859, -0.262, -0.548, -0.556, -0.785, -0.476, 0.096, -0.271, -0.405, 0.154, -0.014, 0.390, 0.361, -0.106, 0.264, -0.439, 0.184, 0.478, -0.333, 0.364, 0.245, -0.242, 0.299, 0.139, 0.406, 0.360, 0.346, 0.436, -0.331, -0.060, 0.321, 0.384, -0.434, -0.590, 0.331, 0.440, 0.264, 0.391, 0.389],
  "fmax_ev_per_a": 3.69,
  "energy_ha": -1717.8387,
  "homo_lumo_gap_ev": 7.74,
  "charge": 1
}

{
  "formula": "C16H21EuN3O3",
  "method": "ωB97M-V with the def2-TZVPD basis set",
  "elements": ["C", "Eu", "C", "O", "N", "H", "C", "H", "H", "C", "H", "H", "C", "H", "C", "H", "C", "H", "C", "H", "O", "H", "C", "H", "H", "H", "H", "H", "C", "C", "N", "N", "C", "H", "C", "C", "C", "H", "H", "O", "C", "H", "H", "H"],
  "coordinates": [[1.022125, -2.204922, 1.079444], [0.057311, -0.049223, -1.692576], [0.877482, -1.633132, -3.825517], [-0.112070, 1.073698, 0.490870], [1.267562, -2.132406, 2.453298], [-1.957730, 2.109416, 2.967381], [-0.244796, -2.900578, -2.252872], [0.138019, 2.911398, 2.046412], [-2.569290, 0.684607, -3.485356], [-0.654097, 1.622193, -3.549165], [-2.263039, 1.991769, -2.189336], [-0.392042, 2.892762, 3.764266], [0.993718, -1.094992, 3.320332], [-2.292245, 0.962098, 1.652563], [0.454958, 2.754131, 3.084047], [-3.183977, 0.848526, 3.180448], [0.264727, 0.155136, 2.751936], [1.990688, -2.763941, -2.222960], [0.334090, 2.090348, -4.297985], [1.694463, -2.962530, 2.841007], [1.257558, -3.225862, 0.452340], [1.208498, 3.507746, 3.337504], [1.079747, 1.386468, 3.248461], [-0.976325, -0.906656, -4.862229], [-2.297656, -2.449636, -3.066850], [1.310268, 1.223685, 4.313494], [-1.122779, 0.223655, 4.404843], [0.164223, 2.834046, -5.088333], [-1.874143, 1.417556, -3.046805], [-0.523162, -1.520265, -4.084193], [1.921427, 0.620567, -2.241483], [0.511924, -1.051166, 0.529875], [0.233687, 0.067279, 1.201430], [2.860532, 0.828545, -1.862289], [-2.207144, 1.071048, 2.739359], [-1.219243, -2.307002, -3.115516], [1.047666, -2.488698, -2.691648], [-1.568284, -0.923263, 3.139072], [1.664957, -1.134626, -4.386568], [1.309953, -1.193024, 4.499489], [-1.192548, 0.099999, 3.312024], [1.379015, 1.769304, -4.156326], [-0.441475, -3.563125, -1.412795], [2.047464, 1.359056, 2.720895]],
  "forces_ev_per_a": [[-0.5, 0.4, -0.7], [1.9, -1.7, -0.4], [-0.7, -0.7, 0.1], [0.1, -0.9, 1.6], [0.1, -0.1, 0.5], [-0.2, -0.2, -0.2], [-0.2, 0.5, -0.5], [0.0, 0.1, 0.3], [0.6, 0.2, 0.3], [-0.3, 1.8, -1.5], [0.3, -0.1, -0.4], [0.2, 0.1, -0.1], [0.1, -0.1, 0.3], [0.0, 0.1, 0.2], [0.0, 0.3, -0.2], [0.1, 0.1, 0.0], [0.3, -0.2, -0.4], [-0.3, 0.1, -0.1], [0.3, -0.3, 0.3], [0.0, 0.1, 0.2], [0.0, 0.8, 0.9], [-0.1, 0.0, 0.0], [0.3, -0.6, 0.1], [0.1, -0.2, 0.1], [0.2, 0.0, 0.0], [-0.1, -0.1, -0.3], [0.1, -0.1, -0.3], [-0.4, -0.2, 0.3], [0.1, 0.0, 0.0], [0.5, -0.2, 0.5], [-0.3, 0.4, 0.9], [0.0, -0.4, 0.2], [-0.2, 0.7, -0.6], [-0.5, -0.1, -0.3], [-0.2, 0.1, -0.2], [0.5, 0.1, 0.2], [-0.6, 0.4, -0.4], [0.1, 0.2, 0.1], [-0.3, -0.1, 0.3], [-0.4, 0.2, -0.7], [0.3, -0.5, 0.2], [-0.9, 0.0, 0.1], [0.0, 0.2, -0.2], [-0.2, 0.0, 0.1]],
  "mulliken_charge": [0.142, 0.934, -0.319, -0.804, 0.012, 0.239, -0.557, 0.301, 0.250, 0.255, 0.340, 0.273, -0.306, 0.201, -1.326, 0.424, 2.131, 0.374, -0.648, 0.274, -0.644, 0.431, -0.804, 0.569, 0.378, 0.409, 0.380, 0.281, -0.728, -0.581, -0.593, -0.347, 0.175, -0.021, -1.079, -0.718, -0.549, 0.396, 0.305, -0.671, -0.958, 0.282, 0.469, 0.427],
  "fmax_ev_per_a": 2.61,
  "spin_multiplicity": 7,
  "energy_ha": -1722.5753,
  "homo_lumo_gap_ev": [5.48, 5.87],
  "charge": -1
}

{
  "formula": "C16H21F12NiO9",
  "method": "ωB97M-V with the def2-TZVPD basis set",
  "elements": ["H", "O", "F", "H", "C", "F", "H", "F", "C", "F", "F", "O", "C", "C", "H", "F", "H", "H", "C", "C", "C", "H", "O", "H", "Ni", "H", "H", "C", "F", "H", "F", "O", "H", "C", "C", "O", "H", "H", "C", "H", "H", "C", "F", "C", "F", "C", "C", "H", "O", "F", "C", "H", "O", "H", "F", "O", "O", "H", "H"],
  "coordinates": [[-4.471302, 2.842093, 3.511760], [-3.660752, 4.744904, 4.009399], [-0.949023, 3.617816, -2.727384], [4.946197, -1.308569, 1.615735], [2.405441, -5.313756, 1.258967], [4.452331, -1.173516, -3.732557], [1.901389, -5.345800, 0.293033], [-2.046144, -3.300800, 3.309942], [-4.374228, 7.049945, 3.790872], [6.233820, -1.219240, -2.629152], [-3.158464, 7.357215, 3.427434], [0.435792, -5.335129, 2.983266], [-3.536932, 3.402828, 3.486560], [4.238442, -0.924408, -1.383493], [-3.281868, 0.562309, -5.409489], [0.081605, 3.502350, -4.582625], [3.221560, -6.010158, 1.066428], [-2.701575, 2.376226, 1.607819], [-0.676138, -4.956770, 2.308813], [-4.662649, 5.534743, 3.623920], [4.653666, 0.561884, 0.528218], [5.118119, 1.547592, 0.555730], [-1.565970, 1.524456, -5.182059], [-0.070779, -1.357641, 2.253804], [-0.338358, -2.334700, -0.981968], [-2.690060, 1.571270, -7.566633], [-2.007318, 3.972925, 2.083692], [5.325354, -0.287759, 1.568048], [-2.976006, -5.184699, 2.638414], [1.316691, -6.956370, 2.032584], [-1.812655, -5.310164, 4.390127], [-5.786332, 5.076637, 3.183622], [-1.844269, -0.461507, -5.420307], [-0.956370, 1.483255, -3.989718], [-2.903530, 3.353658, 2.045929], [4.966079, -0.012238, -0.735495], [3.582570, 0.677790, 0.693838], [2.247297, -6.326090, 3.211251], [-1.903127, -4.692077, 3.228892], [-2.717151, -0.250768, -7.791299], [-3.477020, 3.931472, 1.321131], [-2.265673, 0.471984, -5.793277], [0.887717, 2.503099, -2.888741], [-0.247903, 2.812483, -3.516848], [-4.566236, 7.377285, 5.066060], [1.618234, -5.973248, 2.394010], [4.940561, -1.604847, -2.550418], [6.401442, -0.367984, 1.414127], [3.135668, -1.338362, -1.091564], [-5.210531, 7.764053, 3.015562], [-2.226595, 0.611270, -7.339244], [2.691822, -4.299619, 1.537535], [0.002833, -1.019328, 1.340215], [-1.187900, 0.682225, -7.661991], [4.872787, -2.931752, -2.459807], [-0.714623, -4.755458, 1.107145], [-0.926770, 0.468861, -3.246738], [5.119291, 0.068625, 2.577318], [-2.882456, 2.901503, 4.199611]],
  "forces_ev_per_a": [[-0.3, 0.5, 0.0], [0.2, 0.8, -0.6], [-0.5, -0.6, 0.2], [-0.2, -0.1, -0.4], [-0.7, -0.2, 0.5], [-0.9, -0.6, 0.5], [-0.5, 0.4, 0.2], [0.2, -2.0, 0.5], [-1.4, -0.4, -0.4], [-0.2, -0.7, 0.7], [1.2, 0.1, -0.1], [-1.2, 0.3, -0.1], [0.2, -1.2, -0.9], [-0.9, 0.0, 2.0], [-0.2, -0.2, -0.2], [0.1, 0.6, -1.0], [0.6, 0.4, 0.4], [-0.1, -0.1, 0.5], [2.6, -0.1, -0.9], [-5.0, -3.4, -2.1], [-0.1, 0.0, 0.9], [-0.1, 0.0, -0.4], [2.1, 2.6, 1.6], [-0.1, -0.3, -0.4], [0.5, 1.2, 2.6], [-0.2, -0.3, -0.4], [0.5, -0.5, 0.1], [-0.1, -0.7, 0.9], [-0.4, 0.3, -0.4], [-0.7, 0.1, -0.3], [0.3, 1.0, 0.3], [5.3, 2.5, 1.9], [0.0, -0.2, -0.2], [-1.2, -3.6, 1.4], [-0.2, 1.7, 0.8], [0.0, -0.9, -2.3], [0.0, -0.2, -0.2], [-0.1, 1.1, 0.4], [0.1, 0.5, -0.6], [-0.1, 0.3, -0.1], [-0.6, -0.3, 0.1], [-0.6, -1.3, -0.3], [-0.2, -0.4, 0.3], [0.4, -0.2, -0.7], [0.0, 0.2, 0.2], [-0.3, -1.3, -1.1], [2.1, 1.3, -1.5], [-0.1, 0.3, 0.0], [0.3, 0.6, 0.0], [0.2, -0.4, 0.5], [0.5, 0.5, 1.6], [0.4, -0.1, -0.3], [-0.2, -0.9, -2.1], [0.0, -0.2, -0.1], [-0.2, 0.5, -0.1], [-0.4, 0.0, 1.0], [0.0, 2.7, -2.0], [0.2, 0.4, 0.0], [0.1, 0.2, -0.1]],
  "mulliken_charge": [0.329, -0.318, -0.240, 0.233, -0.835, -0.242, 0.208, -0.233, 0.862, -0.241, -0.231, -0.284, -0.218, 0.442, 0.296, -0.225, 0.394, 0.367, 0.417, 0.403, -0.114, 0.256, -0.231, 0.278, 1.155, 0.300, 0.331, -1.082, -0.233, 0.353, -0.206, -0.553, 0.311, 0.452, -1.106, -0.303, 0.308, 0.404, 0.765, 0.364, 0.317, -0.283, -0.220, 0.807, -0.237, -0.435, 0.805, 0.314, -0.568, -0.237, -1.048, 0.241, -0.431, 0.306, -0.218, -0.545, -0.593, 0.401, 0.291],
  "fmax_ev_per_a": 6.37,
  "relative_energy_kj_mol": 802.09,
  "spin_multiplicity": 3,
  "energy_ha": -4005.6506,
  "homo_lumo_gap_ev": [5.60, 4.55],
  "charge": 1
}